Entry 1:
# C12H26AsAuBrNO7P2Si2

C12H26AsAuBrNO7P2Si2 as an isolated structure (wB97M-V/def2-TZVPD, OMol25).

Each line ends with the natural charge from an NBO analysis.
Atoms and positions in Å:
Au1 0.32 -0.79 0.80  1.14
O1 3.78 -2.48 0.95  -1.01
P1 3.16 -1.28 1.77  2.56
O2 4.13 -0.45 2.48  -1.09
O3 2.26 -0.47 0.74  -1.09
O4 2.10 -2.00 2.75  -1.11
P2 1.28 -3.34 2.31  2.54
O5 0.06 -3.32 3.35  -1.00
O6 2.14 -4.52 2.40  -1.12
O7 0.66 -2.97 0.96  -1.20
H1 3.62 -3.37 1.31  0.54
H2 0.33 -3.64 4.21  0.51
C1 -3.41 -4.23 -0.78  -0.63
C2 -3.19 -3.00 0.06  -0.04
C3 -4.18 -2.44 0.86  -0.12
C4 -3.91 -1.35 1.65  -0.26
C5 -2.63 -0.81 1.63  0.16
Br1 -2.26 0.61 2.79  0.16
N1 -1.67 -1.31 0.85  -0.51
C6 -1.95 -2.39 0.10  0.08
H3 -4.47 -4.37 -0.98  0.22
H4 -3.04 -5.11 -0.26  0.24
H5 -2.88 -4.16 -1.73  0.23
H6 -5.18 -2.87 0.87  0.23
H7 -4.66 -0.91 2.29  0.25
H8 -1.13 -2.78 -0.48  0.25
C7 3.75 2.30 1.09  -1.14
Si1 2.35 2.67 -0.05  1.46
C8 1.77 4.42 0.17  -1.14
C9 2.87 2.37 -1.81  -1.14
As1 0.26 1.63 0.39  -0.34
Si2 -0.89 1.70 -1.66  1.40
C10 -0.92 3.46 -2.25  -1.13
C11 -0.14 0.55 -2.91  -1.13
C12 -2.64 1.15 -1.35  -1.13
H9 4.52 3.04 0.84  0.23
H10 4.15 1.30 0.95  0.28
H11 3.49 2.40 2.14  0.26
H12 2.59 5.10 -0.08  0.25
H13 1.48 4.61 1.21  0.25
H14 0.92 4.67 -0.46  0.24
H15 3.82 2.87 -2.01  0.24
H16 2.13 2.74 -2.52  0.23
H17 3.01 1.30 -1.99  0.25
H18 0.05 3.80 -2.61  0.24
H19 -1.24 4.14 -1.46  0.25
H20 -1.64 3.54 -3.07  0.24
H21 0.82 0.92 -3.29  0.25
H22 -0.82 0.42 -3.76  0.24
H23 0.04 -0.43 -2.48  0.24
H24 -3.14 1.75 -0.58  0.24
H25 -2.69 0.10 -1.05  0.23
H26 -3.20 1.25 -2.29  0.24

Values from the calculation:
Calculated total energy: -197603.72938 eV
Largest force on an atom: 0.99 eV/A
Charge: 0
Energy above the lowest of the compared OMol25 structures with the same formula, charge and spin: 0.520 eV
E_LUMO (spin up / spin down): -1.18 / -1.18 eV
E_HOMO (spin up / spin down): -0.29903 / -0.29900 Eh

---

Entry 2:
# C12H26BeBr5CaCl6INO10PS

C12H26BeBr5CaCl6INO10PS as an isolated structure (wB97M-V/def2-TZVPD, OMol25).

Each line ends with the natural charge from an NBO analysis.
Atoms and positions in Å:
N1 -2.71 -6.13 1.65  -0.84
C1 -1.47 -6.46 1.05  -0.18
C2 -0.40 -6.98 1.99  0.00
O1 -0.11 -6.08 2.98  -0.53
C3 1.26 -5.66 3.04  -0.06
C4 1.26 -4.15 3.21  -0.44
C5 0.62 -3.57 1.93  -0.46
C6 -0.77 -3.02 2.17  -0.43
I1 -1.67 -2.54 0.20  0.01
H1 -2.94 -6.71 2.45  0.38
H2 -2.72 -5.14 1.88  0.38
H3 -1.08 -5.58 0.54  0.24
H4 -1.50 -7.28 0.27  -0.01
H5 0.45 -7.24 1.34  -0.02
H6 -0.71 -7.93 2.46  0.19
H7 1.81 -6.16 3.83  0.21
H8 1.82 -5.83 2.09  0.10
H9 0.69 -3.89 4.10  0.28
H10 2.29 -3.81 3.31  0.25
H11 1.27 -2.82 1.48  0.30
H12 0.54 -4.40 1.21  0.12
H13 -0.78 -2.12 2.82  0.33
H14 -1.40 -3.81 2.59  0.16
Be1 -0.87 -8.15 -1.01  0.16
Cl1 4.10 -6.62 2.17  -0.85
O2 0.03 0.54 0.45  -0.76
P1 1.57 0.16 0.26  2.40
O3 1.94 -0.60 1.52  -0.85
O4 2.36 1.43 0.07  -1.00
O5 1.73 -0.75 -0.95  -1.03
O6 -4.92 -3.26 1.31  -0.80
H15 -5.37 -3.54 0.49  0.56
H16 -4.05 -2.77 1.08  0.53
H17 -4.74 -4.01 1.89  0.56
Br1 -0.43 4.49 -3.41  0.01
C7 -1.17 2.77 -3.90  -0.46
C8 -1.45 1.92 -2.68  -0.50
Br2 0.17 1.16 -1.89  0.30
H18 -0.46 2.30 -4.58  0.22
H19 -2.09 2.98 -4.43  0.21
H20 -2.07 1.07 -2.95  0.21
H21 -1.94 2.48 -1.89  0.23
Ca1 2.21 -7.61 0.31  1.73
C9 3.32 -0.34 -4.49  -0.22
Cl2 1.90 0.47 -5.17  0.03
Cl3 4.57 -0.46 -5.75  0.03
Cl4 3.92 0.58 -3.13  0.12
Cl5 2.86 -1.96 -3.96  0.04
C10 3.24 5.41 -0.14  -0.50
Br3 2.61 6.75 -1.37  0.07
Br4 1.79 4.61 0.83  0.12
Br5 4.31 4.09 -1.03  0.10
H22 3.87 5.90 0.58  0.22
C11 -0.57 10.70 -0.26  -0.10
C12 -1.89 9.98 -0.36  -0.10
O7 -2.01 9.63 -1.74  -0.69
S1 -0.55 9.33 -2.34  2.55
O8 -0.32 7.94 -2.33  -0.89
O9 -0.39 10.11 -3.52  -0.90
O10 0.29 9.99 -1.15  -0.68
H23 -0.65 11.73 -0.61  0.19
H24 -0.16 10.69 0.75  0.21
H25 -2.73 10.59 -0.05  0.21
H26 -1.89 9.06 0.23  0.20
Cl6 0.18 -1.48 4.53  -0.86

Values from the calculation:
Calculated total energy: -507229.26695 eV
Largest force on an atom: 2.38 eV/A
Charge: 0
E_LUMO: -3.59 eV
E_HOMO: -0.23670 Eh